No. 1
Formula: C6H15N
Source: the OMol25 dataset
Level of theory: ωB97M-V with the def2-TZVPD basis set

Geometry as XYZ:
```
22
C6H15N | the OMol25 dataset | ωB97M-V with the def2-TZVPD basis set
C 1.8708 0.1417 2.5946
C 0.7377 0.6724 1.7379
C 0.7214 0.0333 0.3981
N -0.5807 -0.0275 -0.2585
C -1.0151 1.3293 -0.7559
C -0.5917 -1.1359 -1.2252
C -1.5566 -1.1052 -2.3668
H 2.7218 0.0272 1.8914
H 1.4779 -0.8475 3.1364
H 2.1633 0.8003 3.3478
H 0.9493 1.8392 1.6603
H -0.2182 0.4837 2.2053
H 1.0277 -1.0897 0.6034
H 1.4856 0.5356 -0.2026
H -0.9622 2.1470 0.0445
H -0.5581 1.5428 -1.6779
H -2.0934 1.3392 -0.7523
H 0.5442 -1.2279 -1.7491
H -0.6955 -2.0945 -0.6270
H -2.4711 -1.5300 -2.1932
H -1.2063 -1.7347 -3.0798
H -1.7508 -0.0989 -2.7316
```

Computed properties:
Electronic energy (eV): -7953.28913
Relative energy (zero: lowest compared OMol25 entry of this formula, charge and spin) (kJ/mol): 239.0
SMILES: CCCN(C)CC
Kohn-Sham gap (eV): 9.4

=====

No. 2
Formula: C5H7BrO2
Source: the OMol25 dataset
Level of theory: ωB97M-V with the def2-TZVPD basis set

Geometry as XYZ:
```
15
C5H7BrO2 | the OMol25 dataset | ωB97M-V with the def2-TZVPD basis set
C -0.1386 -0.8837 -1.4126
C 1.0363 -1.2268 -0.9389
C -0.9412 0.1819 -0.8545
C -0.9730 0.4368 0.7438
C 0.3913 0.6640 1.3161
O 1.7264 -0.5595 -0.0952
O 1.0534 1.7684 1.0504
Br 0.7571 -0.3502 2.7974
H -0.4731 -1.5362 -2.1176
H 1.4463 -2.2438 -1.3736
H -0.6652 1.0893 -1.4274
H -2.0768 -0.0087 -1.0041
H -1.7210 1.3220 1.0502
H -1.4283 -0.3731 1.3861
H 2.0065 1.7196 0.8801
```

Computed properties:
Electronic energy (eV): -79432.06776
Relative energy (zero: lowest compared OMol25 entry of this formula, charge and spin) (kJ/mol): 241.2
Kohn-Sham gap (spin up / spin down) (eV): 6.7 / 6.7

=====

No. 3
Formula: C36H34B2ClF4N7O6P2Se2Ti
Source: the OMol25 dataset
Level of theory: ωB97M-V with the def2-TZVPD basis set

Geometry as XYZ:
```
95
C36H34B2ClF4N7O6P2Se2Ti | the OMol25 dataset | ωB97M-V with the def2-TZVPD basis set
Ti -0.4709 -2.6042 0.1914
C 3.0569 -1.8392 2.8001
C 1.7995 -2.2690 2.1327
N 1.5342 -2.0910 0.8957
O 2.3760 -1.3162 0.1753
B 2.7062 -1.8223 -1.2001
F 3.3665 -0.8048 -1.8358
F 3.4381 -3.0054 -1.0849
O 1.4648 -2.1199 -2.0321
N 0.7678 -3.1151 -1.4004
C 0.9972 -4.3318 -1.7098
C 1.7852 -4.7799 -2.8826
C 0.3781 -5.3126 -0.7647
N -0.3134 -4.7739 0.1667
O -0.7778 -5.5996 1.1104
B -1.8673 -5.0126 1.9909
F -2.9123 -4.5815 1.1830
F -2.2147 -6.0005 2.8697
O -1.3340 -3.8586 2.8181
N -0.3640 -3.1374 2.2143
C 0.7238 -2.9910 2.8722
C 0.8876 -3.4871 4.2642
C 0.6080 -6.7788 -0.8555
H 3.6791 -1.2899 2.1009
H 3.6016 -2.7153 3.1571
H 2.8317 -1.2128 3.6656
H 2.1177 -3.9221 -3.4585
H 1.1590 -5.4297 -3.4974
H 2.6593 -5.3492 -2.5630
H 0.6382 -4.5479 4.3078
H 0.1773 -2.9737 4.9142
H 1.8963 -3.3286 4.6341
H 1.0877 -7.0549 -1.7898
H -0.3459 -7.2969 -0.7593
H 1.2307 -7.1121 -0.0227
Se -1.1262 4.5384 -0.9357
P -0.2108 3.5664 0.6827
C 1.5913 3.7867 0.7446
C 2.4628 2.7575 1.0849
C 3.8333 2.9789 1.0806
C 4.3370 4.2280 0.7484
C 3.4686 5.2601 0.4149
C 2.1014 5.0382 0.4048
C -0.8429 4.1107 2.2872
C -2.2229 4.2202 2.4431
C -2.7521 4.6125 3.6598
C -1.9066 4.9093 4.7223
C -0.5335 4.8066 4.5673
C 0.0009 4.4013 3.3514
C -0.4289 1.7794 0.7436
C -0.5874 0.7686 -0.2060
N -0.5612 -0.3969 0.4724
N -0.4116 -0.1197 1.7622
N -0.3519 1.1714 1.9475
P -0.8746 0.8905 -1.9583
Se -1.1097 -1.0491 -2.9654
C -2.5227 1.5862 -2.1720
C -3.4099 1.4234 -1.1089
C -4.7034 1.9101 -1.2121
C -5.1155 2.5493 -2.3695
C -4.2408 2.6835 -3.4407
C -2.9510 2.1957 -3.3497
C 0.5518 1.6863 -2.6969
C 1.7193 1.7282 -1.9444
C 2.8610 2.3137 -2.4727
C 2.8368 2.8491 -3.7475
C 1.6793 2.7706 -4.5170
C 0.5428 2.1811 -4.0020
H 2.0810 1.7801 1.3551
H 4.5065 2.1691 1.3342
H 5.4069 4.3970 0.7439
H 3.8570 6.2356 0.1504
H 1.4221 5.8289 0.1086
H -2.8748 4.0136 1.6021
H -3.8250 4.6950 3.7807
H -2.3230 5.2235 5.6713
H 0.1276 5.0379 5.3931
H 1.0742 4.3101 3.2406
H -3.1020 0.9126 -0.2067
H -5.3884 1.7778 -0.3846
H -6.1246 2.9347 -2.4443
H -4.5647 3.1717 -4.3506
H -2.2875 2.3119 -4.1934
H 1.7542 1.2977 -0.9527
H 3.7644 2.3416 -1.8774
H 3.7246 3.3157 -4.1560
H 1.6670 3.1664 -5.5243
H -0.3350 2.1019 -4.6258
Cl -4.8106 -1.7148 -2.3052
C -4.3536 -3.1379 -1.3134
C -2.8414 -3.1742 -1.2207
O -2.1760 -3.8997 -1.9394
O -2.3422 -2.3315 -0.3561
H -4.8040 -3.0152 -0.3350
H -4.7234 -4.0201 -1.8211
```

Computed properties:
Electronic energy (eV): -257739.43820
Relative energy (zero: lowest compared OMol25 entry of this formula, charge and spin) (kJ/mol): 0.0
Kohn-Sham gap (spin up / spin down) (eV): 7.2 / 5.5
2S+1: 3

=====

No. 4
Formula: C5H6O
Source: the OMol25 dataset
Level of theory: ωB97M-V with the def2-TZVPD basis set

Geometry as XYZ:
```
12
C5H6O | the OMol25 dataset | ωB97M-V with the def2-TZVPD basis set
C 0.2868 1.6367 0.4719
C -0.4272 0.3043 0.6642
C -0.6563 -0.5343 -0.4933
C -1.1069 -1.4018 -1.2878
C 0.2855 -1.9220 -1.1110
O 1.2823 -1.1884 -1.1696
H 1.3497 1.4937 0.2622
H -0.1557 2.2048 -0.3499
H 0.1846 2.2228 1.3904
H -1.4732 0.4494 0.9523
H 0.0446 -0.2903 1.4558
H 0.3858 -2.9748 -0.7853
```

Computed properties:
Electronic energy (eV): -7325.22996
Relative energy (zero: lowest compared OMol25 entry of this formula, charge and spin) (kJ/mol): 391.2
Kohn-Sham gap (eV): 10.2